No. 1
Formula: C16H20IrN3O6S
Source: the OMol25 dataset
Level of theory: ωB97M-V/def2-TZVPD

Values from the calculation:
* frontier orbital gap (alpha / beta): 8.6 / 5.0 eV
* multiplicity: 6
* HOMO (alpha / beta): -17.51 / -18.37 eV
* charge: +3
* LUMO energy (alpha / beta): -0.3288 / -0.4926 Eh

Each line ends with the Mulliken spin population.
Geometry (Å):
Ir -1.379 0.645 0.372  3.058
O 1.352 -1.802 2.700  0.012
C 0.646 -1.137 1.840  0.056
O -0.487 -0.695 2.060  0.081
C 1.283 -0.932 0.511  -0.037
C 2.510 -1.402 0.097  0.003
C 2.904 -1.126 -1.217  0.011
C 2.063 -0.414 -2.057  0.002
C 0.844 0.025 -1.558  -0.020
N 0.492 -0.227 -0.306  0.100
C -0.185 0.810 -2.345  0.031
O 0.006 1.177 -3.462  0.065
O -1.305 1.045 -1.656  0.245
H 0.902 -1.881 3.560  0.001
H 3.138 -1.970 0.770  0.002
H 3.863 -1.478 -1.574  -0.001
H 2.320 -0.192 -3.085  0.002
O -1.550 2.566 0.858  0.235
S -1.890 4.080 0.514  0.050
C -1.860 4.236 -1.292  0.016
C -0.455 4.689 -1.673  -0.002
C -0.007 5.640 -0.567  0.003
C -0.303 4.931 0.755  0.008
H -2.618 4.999 -1.490  -0.001
H -2.184 3.289 -1.720  -0.001
H -0.473 5.172 -2.649  0.001
H 0.210 3.826 -1.743  0.001
H -0.556 6.581 -0.619  0.000
H 1.054 5.879 -0.621  0.001
H -0.399 5.578 1.624  0.000
H 0.410 4.133 0.971  0.002
N -3.277 -0.223 1.055  0.187
C -4.275 -0.695 1.376  -0.053
N -5.471 -1.154 1.738  0.187
C -6.535 -1.265 0.774  0.101
C -6.843 -2.832 0.602  0.079
O -7.089 -3.290 1.883  0.367
C -6.006 -3.312 2.743  0.079
C -5.679 -1.766 3.024  0.102
H -6.245 -0.861 -0.193  0.003
H -7.445 -0.798 1.147  0.004
H -5.979 -3.314 0.141  0.001
H -7.753 -2.932 0.014  0.008
H -5.129 -3.786 2.299  -0.001
H -6.311 -3.770 3.682  0.009
H -4.796 -1.700 3.654  0.002
H -6.552 -1.338 3.514  0.003

***

No. 2
Formula: C14H28Br6O4S2
Source: the OMol25 dataset
Level of theory: ωB97M-V/def2-TZVPD

Values from the calculation:
* frontier orbital gap: 9.7 eV
* multiplicity: 1
* HOMO: -9.64 eV
* LUMO energy: 0.0012 Eh
* SMILES: O=S1(=O)CCCC1.O=S1(=O)CCCC1.BrCCBr.BrCCBr.BrCCBr

Each line ends with the Löwdin charge.
Geometry (Å):
O -1.181 1.113 1.692  -0.320
S -1.576 1.050 0.307  0.727
O -2.834 0.450 -0.131  -0.347
C -1.168 2.676 -0.510  -0.217
C -0.183 2.470 -1.575  -0.257
C 0.710 1.300 -1.204  -0.258
C -0.214 0.246 -0.684  -0.208
H -0.542 3.113 0.267  0.101
H -2.015 3.322 -0.743  0.097
H -0.748 2.109 -2.434  0.111
H 0.398 3.336 -1.890  0.134
H 1.340 1.731 -0.426  0.116
H 1.279 0.923 -2.053  0.037
H 0.066 -0.676 -0.174  0.091
H -0.661 -0.066 -1.628  0.105
O 3.101 -3.332 2.015  -0.372
S 2.730 -2.429 3.059  0.690
O 2.362 -2.818 4.440  -0.348
C 4.060 -1.099 3.202  -0.187
C 3.410 0.277 2.839  -0.190
C 1.857 0.137 2.974  -0.201
C 1.468 -1.258 2.452  -0.226
H 4.670 -1.303 2.322  0.062
H 4.655 -1.417 4.059  0.097
H 3.808 0.974 3.577  0.107
H 3.667 0.665 1.854  0.103
H 1.471 0.987 2.411  0.096
H 1.556 0.163 4.022  0.117
H 1.739 -1.173 1.399  0.063
H 0.499 -1.748 2.548  0.097
Br 4.067 -1.967 -0.851  0.651
C 4.680 -1.951 -2.735  -0.668
C 5.318 -0.571 -2.949  -0.604
Br 3.756 0.737 -3.025  0.585
H 3.950 -2.101 -3.530  0.055
H 5.318 -2.819 -2.899  0.059
H 5.866 -0.463 -3.885  0.057
H 5.974 -0.412 -2.093  0.044
Br -3.809 3.757 -3.710  0.546
C -5.316 2.444 -3.434  -0.609
C -5.599 2.422 -1.865  -0.692
Br -7.057 1.151 -1.541  0.613
H -4.967 1.475 -3.792  0.051
H -6.208 2.815 -3.939  0.045
H -5.675 3.364 -1.322  0.056
H -4.639 2.036 -1.523  0.011
Br -5.904 -2.925 1.422  0.567
C -4.199 -1.973 0.983  -0.672
C -3.011 -2.756 1.516  -0.701
Br -2.960 -2.614 3.451  0.595
H -4.298 -0.924 1.262  0.043
H -3.958 -2.047 -0.077  0.057
H -1.975 -2.576 1.229  0.040
H -3.074 -3.826 1.322  0.048

***

No. 3
Formula: C5H20NO5S
Source: the OMol25 dataset
Level of theory: ωB97M-V/def2-TZVPD

Values from the calculation:
* frontier orbital gap: 7.1 eV
* multiplicity: 1
* HOMO: -3.90 eV
* charge: -1
* LUMO energy: 0.1177 Eh

Each line ends with the Löwdin charge.
Geometry (Å):
C -1.606 -0.207 1.188  -0.295
C -0.670 0.935 1.574  -0.667
S -1.285 2.588 1.057  0.371
C -1.838 -0.352 -0.326  -0.242
N -1.532 -1.660 -0.935  -0.082
C -0.215 -1.778 -1.549  -0.220
C 0.978 -1.786 -0.601  -0.230
O 2.199 -1.519 -1.299  -0.123
H -1.241 -1.156 1.609  0.097
H -2.574 -0.059 1.679  0.083
H -0.548 0.944 2.656  0.040
H 0.307 0.798 1.108  0.034
H -0.201 2.854 -0.727  -0.104
H -1.262 0.408 -0.852  0.077
H -2.882 -0.134 -0.543  0.099
H -1.681 -2.405 -0.265  0.093
H -0.211 -2.695 -2.148  0.111
H -0.076 -0.943 -2.238  0.114
H 0.837 -1.059 0.204  0.099
H 1.126 -2.762 -0.138  0.115
H 4.169 -2.487 0.903  0.025
H 3.698 -1.654 -0.314  -0.007
O 4.469 -1.806 0.279  -0.101
H -2.236 2.923 3.434  -0.046
H -3.094 1.740 3.187  -0.009
O -2.850 2.339 3.907  -0.136
H 2.932 1.595 -1.526  0.055
H 2.174 -0.591 -1.627  0.043
O 2.250 1.128 -2.021  -0.078
H -0.691 2.361 -2.083  0.032
H 1.451 1.712 -1.915  0.008
O 0.103 2.727 -1.679  -0.156

***

Energy list, top to bottom, in eV: -47313.7724 -465084.6902 -28074.4453